(1)
The following is a DFT calculation (the ωB97M-V functional and the def2-TZVPD basis) of C13H15NO3S in the gas phase.

```
33
C13H15NO3S, DFT the ωB97M-V functional and the def2-TZVPD basis
C -4.72 -1.96 -0.69
C -3.57 -1.03 -0.48
C -3.11 -0.24 -1.53
C -2.05 0.62 -1.36
C -1.45 0.70 -0.12
C -1.89 -0.07 0.94
C -2.96 -0.94 0.77
C -3.44 -1.77 1.92
H -2.85 -1.56 2.81
H -3.37 -2.83 1.69
H -4.48 -1.55 2.14
H -1.40 0.05 1.89
S -0.03 1.77 0.10
O -0.12 2.88 -0.80
O 0.17 2.01 1.50
N 1.25 0.85 -0.43
H 1.25 0.72 -1.43
C 1.55 -0.34 0.34
C 2.92 -0.85 0.03
C 3.37 -1.72 -0.92
C 4.77 -1.77 -0.78
C 5.08 -0.93 0.24
O 3.96 -0.36 0.74
H 6.01 -0.66 0.69
H 5.46 -2.36 -1.36
H 2.77 -2.26 -1.62
H 0.82 -1.15 0.16
H 1.50 -0.03 1.39
H -1.69 1.25 -2.16
H -3.59 -0.31 -2.50
H -5.08 -1.91 -1.72
H -4.43 -2.99 -0.47
H -5.55 -1.70 -0.03
```

## Properties
* HOMO-LUMO gap: 9.46 eV
* SMILES: Cc1ccc(S(=O)(=O)NCc2ccco2)cc1C
* E: -1183.0136 hartree
* energy relative to the best compared isomer or geometry (same formula, charge and spin): 111.4 kJ/mol
* net charge: 0
* E_HOMO: -8.9 eV
* multiplicity: 1
* lowest unoccupied orbital energy: 0.61 eV

Löwdin atomic charge list, values in e, 2 entries:
1 C -0.042
2 C -0.226


(2)
The following is a DFT calculation (the ωB97M-V functional and the def2-TZVPD basis) of C13H15NO6S in the gas phase.

```
36
C13H15NO6S, DFT the ωB97M-V functional and the def2-TZVPD basis
C -0.49 -3.56 0.31
C 0.66 -2.52 0.01
C 1.64 -2.19 0.96
C 2.50 -1.34 0.77
C 2.46 -0.75 -0.52
C 1.43 -0.88 -1.30
C 0.44 -1.90 -0.99
H -0.24 -1.91 -2.04
H 1.47 -0.18 -2.35
S 3.61 0.75 -0.55
O 4.73 0.73 0.18
O 3.51 1.30 -2.01
N 2.84 1.88 0.18
H 2.83 1.97 1.33
C 1.52 2.40 -0.35
C 0.34 1.55 0.50
O 0.55 0.81 1.46
O -0.74 1.59 -0.27
C -1.72 1.03 0.06
C -2.92 1.86 0.89
H -2.84 1.88 1.76
H -2.93 2.91 0.49
C -4.20 1.25 0.40
H -5.07 1.88 0.31
H -4.53 0.58 0.85
O -3.82 0.45 -0.87
C -2.58 0.08 -1.05
O -2.08 -0.15 -2.00
H -1.56 0.10 0.92
H 1.36 3.44 0.07
H 1.58 2.41 -1.36
H 3.17 -1.14 1.41
H 1.50 -2.83 1.92
H -0.18 -4.66 -0.11
H -1.46 -3.41 -0.36
H -0.77 -3.44 1.31
```

## Properties
* HOMO-LUMO gap: 10.05 eV
* SMILES: Cc1ccc(S(=O)(=O)NCC(=O)O[C@H]2CCOC2=O)cc1
* E: -1408.2823 hartree
* energy relative to the best compared isomer or geometry (same formula, charge and spin): 1313.1 kJ/mol
* net charge: 0
* E_HOMO: -9.6 eV
* multiplicity: 1
* lowest unoccupied orbital energy: 0.43 eV

Löwdin atomic charge list, values in e, 2 entries:
1 C -0.030
2 C -0.325


(3)
The following is a DFT calculation (the ωB97M-V functional and the def2-TZVPD basis) of C13H15NaOS as an isolated structure.

```
31
C13H15NaOS, DFT the ωB97M-V functional and the def2-TZVPD basis
C 4.86 -1.46 -2.04
S 3.94 -0.59 -0.75
C 2.27 -0.99 -1.24
C 1.41 -1.09 0.03
C 0.08 -1.76 -0.22
O 1.87 -0.80 1.13
H 5.71 -1.93 -1.55
H 4.26 -2.22 -2.55
H 5.20 -0.70 -2.75
H 1.88 -0.17 -1.87
H 2.25 -1.94 -1.80
H 0.25 -2.84 -0.39
H -0.58 -1.64 0.64
H -0.39 -1.33 -1.13
C -1.08 0.69 2.79
Na -3.26 3.80 -0.47
C 0.23 0.93 2.30
C 0.16 1.13 0.89
C -1.23 1.16 0.51
C -2.00 0.90 1.70
C -3.39 0.80 1.61
C -4.01 0.99 0.38
C -3.25 1.13 -0.80
C -1.86 1.24 -0.74
H -1.38 0.44 3.80
H 1.12 0.93 2.93
H 0.95 1.42 0.20
H -3.94 0.53 2.51
H -5.10 0.92 0.31
H -3.74 1.10 -1.78
H -1.24 1.31 -1.63
```

## Properties
* HOMO-LUMO gap: 4.01 eV
* E: -1140.0113 hartree
* energy relative to the best compared isomer or geometry (same formula, charge and spin): 0.0 kJ/mol
* net charge: 0
* E_HOMO: -5.6 eV
* multiplicity: 1
* lowest unoccupied orbital energy: -1.62 eV

Löwdin atomic charge list, values in e, 2 entries:
1 C -0.421
2 S 0.843


(4)
The following is a DFT calculation (the ωB97M-V functional and the def2-TZVPD basis) of C13H16ClIN2Pd as an isolated structure.

```
34
C13H16ClIN2Pd, DFT the ωB97M-V functional and the def2-TZVPD basis
C 1.63 2.62 1.69
C 2.78 0.99 0.44
H 2.17 3.42 1.08
H 2.17 2.24 2.61
H 0.50 2.93 1.85
H 2.51 0.59 -0.65
H 3.40 1.99 0.24
H 3.20 0.33 1.24
C -2.40 1.35 0.37
C -3.63 1.28 -0.31
C -3.76 0.32 -1.34
C -2.69 -0.47 -1.60
H -2.23 2.11 1.14
H -4.42 1.96 -0.03
H -4.70 0.26 -1.89
H -2.72 -1.24 -2.41
N -1.38 0.59 0.10
C -1.50 -0.37 -0.88
C -0.32 -1.24 -1.03
N 0.80 -0.90 -0.41
C 1.82 -1.79 -0.34
C 0.70 -3.35 -1.75
C 1.77 -2.99 -1.00
H 2.68 -1.47 0.24
H 2.67 -3.65 -0.91
C -0.43 -2.46 -1.78
H -1.31 -2.68 -2.32
H 0.64 -4.28 -2.30
Pd 0.96 1.14 0.70
I 0.17 2.92 -1.41
Cl -0.58 0.96 3.44
C 0.38 0.01 2.34
H 1.33 -0.26 2.82
H -0.22 -0.86 2.05
```

## Properties
* HOMO-LUMO gap (spin up / spin down): 5.54 / 5.94 eV
* E: -1500.0489 hartree
* energy relative to the best compared isomer or geometry (same formula, charge and spin): 398.1 kJ/mol
* net charge: 0
* E_HOMO (spin up / spin down): -6.0 / -8.2 eV
* multiplicity: 3
* lowest unoccupied orbital energy (spin up / spin down): -0.46 / -2.27 eV

Löwdin atomic charge list, values in e, 2 entries:
1 C -0.370
2 C -0.345


(5)
The following is a DFT calculation (the ωB97M-V functional and the def2-TZVPD basis) of C13H16CrIN3S2SeSi as an isolated structure.

```
38
C13H16CrIN3S2SeSi, DFT the ωB97M-V functional and the def2-TZVPD basis
Cr 1.10 1.19 0.46
S 2.11 2.16 -1.38
C 3.36 0.99 -1.60
C 3.99 0.89 -2.89
N 4.47 0.81 -3.94
C 3.78 0.18 -0.58
S 3.08 0.32 1.00
C 4.85 -0.75 -0.78
N 5.70 -1.52 -0.93
I 0.89 3.50 1.73
C -1.43 2.03 4.14
Si -2.29 1.54 2.56
C -3.70 0.39 3.03
C -2.99 3.04 1.68
Se -1.05 0.28 1.14
H -2.14 2.48 4.84
H -0.64 2.75 3.94
H -0.98 1.16 4.63
H -4.43 0.90 3.66
H -3.33 -0.48 3.57
H -4.22 0.03 2.14
H -3.81 3.49 2.25
H -3.38 2.76 0.70
H -2.21 3.77 1.54
C -0.25 -3.85 -3.36
C 0.10 -2.68 -2.50
C -0.26 -1.38 -2.85
C 0.09 -0.33 -2.03
N 0.80 -0.49 -0.91
C 1.14 -1.73 -0.56
C 0.82 -2.84 -1.32
H -0.95 -3.58 -4.15
H -0.70 -4.65 -2.76
H 0.64 -4.27 -3.83
H -0.83 -1.18 -3.75
H -0.18 0.69 -2.27
H 1.70 -1.83 0.36
H 1.14 -3.81 -0.99
```

## Properties
* HOMO-LUMO gap (spin up / spin down): 6.87 / 7.46 eV
* E: -5498.8960 hartree
* energy relative to the best compared isomer or geometry (same formula, charge and spin): 1.4 kJ/mol
* net charge: -1
* E_HOMO (spin up / spin down): -5.0 / -5.0 eV
* multiplicity: 2
* lowest unoccupied orbital energy (spin up / spin down): 1.87 / 2.43 eV

Löwdin atomic charge list, values in e, 2 entries:
1 Cr -0.484
2 S 0.621


(6)
The following is a DFT calculation (the ωB97M-V functional and the def2-TZVPD basis) of C13H16F6IrN5O4S4 as an isolated structure.

```
49
C13H16F6IrN5O4S4, DFT the ωB97M-V functional and the def2-TZVPD basis
Ir -0.30 -1.60 0.27
F -2.10 -0.83 -4.19
C -0.82 -1.13 -4.07
F -0.09 -0.03 -3.96
F -0.41 -1.84 -5.09
S -0.59 -2.17 -2.51
O 0.52 -1.48 -1.79
O -0.36 -3.52 -2.87
N -1.89 -2.03 -1.58
S -2.39 -0.62 -1.05
O -2.33 -0.63 0.43
O -1.69 0.50 -1.62
C -4.21 -0.58 -1.43
F -4.76 -1.58 -0.76
F -4.68 0.58 -1.01
F -4.40 -0.73 -2.72
C 3.05 -4.07 0.79
N 2.75 -3.41 2.06
C 3.79 -3.02 3.03
C 2.98 -2.39 4.18
N 1.61 -2.45 3.66
C 1.56 -3.06 2.49
S 0.08 -3.47 1.65
H 4.13 -4.11 0.66
H 2.61 -3.52 -0.04
H 2.66 -5.08 0.78
H 4.48 -2.31 2.56
H 4.35 -3.90 3.34
H 3.26 -1.36 4.38
H 3.06 -2.96 5.10
H 0.80 -2.23 4.21
N -0.67 1.70 1.69
C 0.26 1.51 0.77
S 1.33 0.14 0.88
N 0.47 2.37 -0.21
C -0.23 3.55 -0.54
C -0.30 3.89 -1.89
C -0.97 5.03 -2.29
C -1.58 5.85 -1.35
C -1.48 5.54 0.00
C -0.81 4.40 0.42
H -0.82 0.99 2.39
H -1.45 2.33 1.52
H 1.13 2.06 -0.91
H 0.15 3.23 -2.63
H -1.01 5.29 -3.34
H -2.13 6.72 -1.66
H -1.91 6.20 0.74
H -0.67 4.23 1.47
```

## Properties
* HOMO-LUMO gap (spin up / spin down): 8.56 / 4.87 eV
* E: -3375.3315 hartree
* energy relative to the best compared isomer or geometry (same formula, charge and spin): 0.0 kJ/mol
* net charge: +2
* E_HOMO (spin up / spin down): -14.5 / -14.5 eV
* multiplicity: 5
* lowest unoccupied orbital energy (spin up / spin down): -5.90 / -9.61 eV

Löwdin atomic charge list, values in e, 2 entries:
1 Ir 1.028
2 F 0.169


| no. | maximum force (eV Å⁻¹) |
| --- | --- |
| 1 | 1.03 |
| 2 | 19.25 |
| 3 | 2.55 |
| 4 | 5.97 |
| 5 | 0.34 |
| 6 | 2.50 |